70
Properties=species:S:1:pos:R:3:forces:R:3 method="wB97M-V/def2-TZVPD" lumo_ha="0.1034 / 0.1032" homo_lumo_gap_ev="3.9 / 7.5" charge=-1 multiplicity=3 energy_ha=-3004.8094 relative_energy_kcal_mol=45.0
Ti -0.4391 -0.4603 0.3798 -0.29 -0.97 1.22
C 3.1296 -0.9275 2.6069 0.15 -0.11 0.02
C 2.3035 -0.1812 1.7695 -0.13 -0.31 0.23
N 1.2532 -0.9129 1.3808 1.80 -0.10 1.04
N 1.3785 -2.1222 1.9731 0.97 0.04 0.45
C 2.5080 -2.1518 2.7204 -0.20 0.13 -0.25
B 0.1816 -3.0707 2.0135 -0.21 0.43 -0.52
N -0.9496 -2.2505 2.6637 -0.62 -0.13 0.89
C -1.6410 -2.4859 3.7956 0.14 0.09 -0.28
C -2.3815 -1.3604 4.0892 -0.07 0.00 0.06
C -2.0831 -0.4624 3.0653 0.20 -0.29 -0.09
N -1.2237 -1.0177 2.2111 -0.87 -0.15 1.71
N -0.2167 -3.3695 0.5727 0.02 -0.90 -0.24
C -0.3611 -4.5462 -0.0697 -0.03 0.00 -0.08
C -0.7072 -4.2780 -1.3777 0.05 -0.09 0.04
C -0.7504 -2.8838 -1.4599 -0.04 -0.27 -0.08
N -0.4477 -2.3554 -0.2745 -0.10 -1.27 -0.64
H 4.0531 -0.6099 3.0505 0.13 0.00 0.10
H 2.4038 0.8457 1.4738 -0.06 -0.05 -0.06
H 2.7928 -3.0327 3.2626 -0.07 -0.14 0.12
H 0.4040 -4.0570 2.6305 0.10 -0.34 0.20
H -1.5750 -3.4309 4.2963 0.11 -0.18 0.11
H -3.0404 -1.2060 4.9194 -0.13 -0.01 0.17
H -2.4323 0.5464 2.9273 0.03 0.01 -0.19
H -0.2169 -5.4833 0.4341 0.04 -0.08 0.14
H -0.8996 -4.9858 -2.1613 -0.02 -0.10 -0.07
H -1.0009 -2.2481 -2.2927 0.02 0.12 0.09
O -1.2793 -0.0460 -2.6087 0.56 0.68 -0.44
C -0.2715 0.5599 -2.2183 -0.46 -1.53 0.05
O 0.3943 0.2079 -1.1498 0.66 1.09 -3.57
C 0.3075 1.6971 -2.9452 0.79 1.24 -0.18
C 0.0608 1.9106 -4.3052 -0.13 -0.36 0.35
C 0.7389 2.8910 -4.9899 0.37 0.43 0.00
C 1.6828 3.6865 -4.3297 -0.24 -0.14 -0.21
C 1.8894 3.5271 -2.9740 -0.09 0.08 -0.04
C 1.1781 2.5701 -2.2569 -0.63 -0.58 -0.50
P 1.3868 2.2983 -0.4620 0.73 0.95 0.54
C 3.1485 1.8407 -0.7072 0.22 0.11 -0.07
C 4.1960 2.7567 -0.7417 -0.09 -0.14 0.17
C 5.4618 2.3580 -1.1324 0.28 0.00 -0.07
C 5.7057 1.0377 -1.4762 0.01 -0.03 0.07
C 4.6775 0.1079 -1.3866 0.26 -0.03 -0.15
C 3.4092 0.5044 -1.0185 -0.12 0.03 0.07
C 1.5016 4.0316 0.1680 -0.17 -0.05 -0.16
C 1.8359 4.1651 1.5165 0.15 -0.08 -0.05
C 1.6182 5.3417 2.2042 0.06 0.12 0.12
C 1.0575 6.4299 1.5532 -0.07 0.12 -0.02
C 0.7080 6.3132 0.2185 -0.11 0.23 0.04
C 0.9108 5.1250 -0.4611 0.09 -0.11 -0.10
H -0.6504 1.2658 -4.8006 -0.04 -0.08 -0.03
H 0.5653 3.0436 -6.0459 -0.04 -0.04 -0.08
H 2.2473 4.4305 -4.8776 -0.01 0.01 -0.03
H 2.6137 4.1528 -2.4668 -0.03 -0.01 0.01
H 4.0214 3.7858 -0.4608 -0.05 0.12 -0.04
H 6.2597 3.0885 -1.1891 0.04 0.01 0.03
H 6.6903 0.7314 -1.8036 0.06 -0.01 0.02
H 4.8669 -0.9306 -1.6217 0.00 -0.07 -0.03
H 2.5996 -0.2136 -0.9755 0.10 0.01 -0.06
H 2.2451 3.3101 2.0369 0.02 -0.12 0.13
H 1.8519 5.4108 3.2591 0.08 -0.03 0.01
H 0.8666 7.3511 2.0885 0.02 0.02 0.01
H 0.2470 7.1489 -0.2935 -0.01 0.03 -0.01
H 0.5894 5.0362 -1.4905 -0.03 0.07 0.01
C -2.7733 2.2233 -0.7024 0.15 -0.36 -0.02
C -2.0308 1.1252 0.0369 -1.34 1.27 0.20
O -2.3597 -0.0752 -0.1118 -1.29 -0.05 -0.50
O -1.0693 1.4332 0.7934 -0.57 1.59 0.45
H -3.4847 1.7859 -1.3973 -0.02 0.01 -0.02
H -2.0403 2.8152 -1.2486 -0.02 0.14 -0.03
H -3.2842 2.8658 0.0114 0.01 0.09 0.07